No. 1
88
Properties=species:S:1:pos:R:3:mulliken_charge:R:1 method="wB97M-V/def2-TZVPD" energy_ha=-2226.5806 total_charge=+2 lumo_energy_ev="-7.5229 / -8.0752" spin_multiplicity=4
Re -0.587 0.015 0.076 2.221
C 1.033 4.517 3.266 -1.712
C 1.465 3.382 2.330 1.506
C 2.839 3.689 1.718 -1.639
C 1.503 2.049 3.050 0.425
C 2.394 1.876 4.099 -0.658
C 2.556 0.642 4.704 -1.703
C 1.842 -0.460 4.256 -0.609
C 0.945 -0.340 3.210 0.405
C 0.129 -1.528 2.740 3.576
C 0.953 -2.807 2.608 -1.570
C -1.072 -1.721 3.665 -1.428
C 0.734 0.933 2.655 0.432
N -0.313 1.082 1.709 0.152
C -1.274 2.099 1.939 -0.361
O -1.584 2.523 3.010 -0.494
C -1.858 2.555 0.634 0.507
C -2.670 3.642 0.397 -0.813
C -3.004 3.938 -0.924 -0.437
C -2.475 3.184 -1.969 -0.716
C -1.677 2.103 -1.655 0.604
N -1.416 1.806 -0.382 -0.337
C -0.922 1.204 -2.588 -0.081
O -0.943 1.307 -3.781 -0.520
N -0.157 0.280 -1.865 0.322
C 1.021 -0.206 -2.528 -0.404
C 2.021 0.757 -2.811 0.786
C 3.116 0.370 -3.565 -0.608
C 3.252 -0.929 -4.017 -1.736
C 2.282 -1.870 -3.724 -0.846
C 1.164 -1.541 -2.973 1.032
C 0.134 -2.614 -2.730 2.260
C -0.489 -3.081 -4.048 -1.660
C 0.779 -3.771 -1.956 -1.408
C 1.945 2.183 -2.307 1.756
C 1.752 3.158 -3.479 -1.643
C 3.204 2.562 -1.518 -1.592
H 0.987 5.457 2.715 0.469
H 1.750 4.644 4.076 0.350
H 0.059 4.315 3.710 0.382
H 0.756 3.317 1.498 -0.434
H 3.567 3.925 2.493 0.415
H 2.764 4.553 1.056 0.514
H 3.209 2.838 1.145 0.302
H 2.979 2.720 4.441 0.437
H 3.267 0.528 5.511 0.407
H 1.986 -1.415 4.743 0.392
H -0.243 -1.298 1.707 -1.963
H 1.272 -3.161 3.586 0.434
H 1.840 -2.649 1.992 0.417
H 0.353 -3.598 2.155 0.297
H -0.715 -1.928 4.674 0.402
H -1.690 -2.562 3.346 0.355
H -1.688 -0.822 3.711 0.332
H -3.019 4.240 1.228 0.622
H -3.667 4.766 -1.139 0.506
H -2.665 3.422 -3.007 0.618
H 3.879 1.098 -3.803 0.413
H 4.123 -1.213 -4.592 0.392
H 2.393 -2.878 -4.101 0.436
H -0.663 -2.177 -2.128 -1.108
H 0.262 -3.519 -4.704 0.347
H -0.945 -2.239 -4.571 0.410
H -1.258 -3.835 -3.865 0.434
H 1.653 -4.148 -2.484 0.394
H 0.088 -4.603 -1.835 0.435
H 1.108 -3.438 -0.966 0.256
H 1.094 2.271 -1.621 -0.752
H 2.621 3.138 -4.136 0.386
H 1.640 4.177 -3.104 0.443
H 0.878 2.901 -4.075 0.362
H 4.079 2.593 -2.167 0.406
H 3.397 1.843 -0.719 0.374
H 3.083 3.552 -1.080 0.366
O -2.047 -1.641 0.233 -0.969
S -2.575 -2.990 -0.302 0.459
C -2.982 -4.016 1.133 -0.508
C -4.047 -4.910 0.514 -0.836
C -5.085 -3.966 -0.116 -0.689
C -4.347 -2.727 -0.655 -0.687
H -3.369 -3.370 1.922 0.350
H -2.098 -4.548 1.478 0.404
H -4.494 -5.565 1.258 0.403
H -3.588 -5.542 -0.251 0.367
H -5.806 -3.661 0.640 0.310
H -5.634 -4.469 -0.908 0.335
H -4.638 -1.805 -0.152 0.382
H -4.446 -2.591 -1.730 0.425

---

No. 2
34
Properties=species:S:1:pos:R:3:nbo_charge:R:1 method="wB97M-V/def2-TZVPD" energy_ha=-561.4754 total_charge=0 lumo_energy_ev="0.8510 / -0.2473" spin_multiplicity=3
C 2.010 -0.971 -0.068 0.343
C -0.760 -0.065 -0.731 0.152
C -1.599 -0.517 0.388 -0.094
C -1.362 0.981 0.106 -0.113
C 2.015 -2.429 -0.068 -0.734
C -0.725 -0.345 -2.174 -0.684
C -0.966 -1.111 1.634 -0.605
C -2.947 -1.164 0.106 -0.611
C -2.496 1.830 -0.445 -0.605
C -0.487 1.768 1.068 -0.604
C 4.457 1.535 -0.013 -0.249
N 2.625 0.067 -0.039 -0.217
O 4.084 0.189 0.061 -0.408
H 1.720 -2.783 0.919 0.250
H 3.011 -2.814 -0.306 0.239
H 1.298 -2.809 -0.795 0.242
H -1.734 -0.345 -2.606 0.212
H -0.290 -1.327 -2.365 0.213
H -0.137 0.409 -2.694 0.224
H -1.513 -0.804 2.524 0.206
H 0.070 -0.801 1.727 0.217
H -0.999 -2.198 1.575 0.202
H -3.672 -0.876 0.868 0.210
H -2.846 -2.249 0.125 0.207
H -3.341 -0.885 -0.868 0.205
H -3.146 2.142 0.370 0.208
H -3.091 1.284 -1.172 0.204
H -2.104 2.722 -0.931 0.209
H -0.364 2.782 0.694 0.209
H 0.497 1.318 1.145 0.228
H -0.940 1.822 2.056 0.201
H 4.038 2.117 0.816 0.173
H 4.149 1.985 -0.962 0.173
H 5.545 1.541 0.056 0.194

---

No. 3
47
Properties=species:S:1:pos:R:3:nbo_charge:R:1 method="wB97M-V/def2-TZVPD" e_above_lowest_kcal_mol=38.59 energy_ha=-1576.1637 total_charge=+2 lumo_energy_ev="-9.0130 / -8.9793" spin_multiplicity=1
Rh 1.975 0.752 0.190 1.171
N 2.497 0.275 2.303 -0.691
C 3.966 0.384 2.439 -0.249
C 4.612 -0.310 1.261 -0.249
N 4.158 0.345 0.017 -0.831
H 2.024 0.803 3.030 0.426
H 2.201 -0.700 2.367 0.425
H 4.315 -0.071 3.368 0.249
H 4.235 1.441 2.456 0.220
H 4.289 -1.352 1.232 0.227
H 5.698 -0.288 1.358 0.246
H 4.337 -0.260 -0.779 0.427
H 4.658 1.216 -0.135 0.412
C -3.549 -3.465 -4.184 -0.650
C -2.542 -3.053 -3.161 0.087
C -2.461 -3.701 -1.926 -0.212
C -1.560 -3.289 -0.962 -0.132
C -0.723 -2.220 -1.252 -0.447
C -0.762 -1.565 -2.482 -0.093
C -1.672 -1.985 -3.426 -0.225
S 0.363 -1.610 -0.033 2.318
O 0.236 -2.268 1.228 -0.891
O 1.725 -1.441 -0.553 -0.958
N 0.025 0.002 0.165 -0.789
C -0.991 0.753 0.647 0.109
C -2.286 0.347 0.948 -0.178
C -3.189 1.259 1.497 -0.168
C -2.844 2.573 1.720 -0.160
C -1.549 3.032 1.394 -0.099
C -1.103 4.358 1.572 -0.036
C 0.186 4.696 1.233 -0.264
C 1.042 3.712 0.731 0.098
N 0.649 2.457 0.558 -0.449
C -0.627 2.108 0.866 0.188
H -4.092 -4.357 -3.883 0.237
H -3.073 -3.643 -5.149 0.247
H -4.268 -2.658 -4.340 0.246
H -3.117 -4.535 -1.716 0.243
H -1.495 -3.781 0.000 0.254
H -0.083 -0.744 -2.675 0.219
H -1.716 -1.485 -4.385 0.239
H -2.578 -0.680 0.772 0.243
H -4.184 0.924 1.757 0.252
H -3.557 3.263 2.149 0.247
H -1.781 5.101 1.974 0.252
H 0.554 5.704 1.356 0.263
H 2.060 3.955 0.455 0.225

---

No. 4
11
Properties=species:S:1:pos:R:3:nbo_charge:R:1 method="wB97M-V/def2-TZVPD" e_above_lowest_kcal_mol=128.33 energy_ha=-359.5048 total_charge=0 lumo_energy_ev="-1.6875 / -3.3164" spin_multiplicity=1
C -1.119 0.441 -1.012 -0.439
N -0.515 -0.266 0.085 -0.355
C 0.935 -0.042 0.547 0.775
O 0.509 1.105 1.090 -0.288
O 1.147 -1.110 1.433 -0.719
O 1.858 0.198 -0.326 -0.564
H 2.095 -1.292 1.398 0.498
H -1.087 -0.869 0.669 0.408
H -1.521 -0.283 -1.730 0.222
H -1.948 1.065 -0.667 0.215
H -0.355 1.052 -1.488 0.246